No. 1
DFT (ωB97M-V/def2-TZVPD) results for a structure of composition C32H25CeF3IN3PS5Sb in a non-equilibrium geometry.

Results
**⟨S²⟩**: 0.7513
**ΔE to the lowest compared entry with this formula, charge and spin**: 50.5 kcal per mole
**Highest occupied orbital energy (alpha / beta)**: -3.452 / -3.451 eV

ORCA input file:
```
! RIJCOSX wB97M-V def2-TZVPD def2/J DEFGRID3
* xyz -1 2
Ce 0.18182 0.11505 0.42554
I 2.55963 -1.90416 1.46210
C 3.12552 -3.87317 0.55649
C 3.96020 -4.58442 1.38174
C 4.51501 -5.80730 0.98125
C 4.24859 -6.27486 -0.27298
C 3.39476 -5.56551 -1.14568
C 3.18723 -6.08336 -2.43843
C 2.33941 -5.46200 -3.30940
C 1.65803 -4.31926 -2.89460
C 1.82629 -3.74958 -1.64235
P 0.76293 -2.23209 -1.43938
C -0.81445 -2.89117 -2.11437
C -1.18754 -4.18881 -1.75155
C -2.43868 -4.68184 -2.07559
C -3.34630 -3.88289 -2.75441
C -2.99079 -2.59293 -3.11550
C -1.73884 -2.09317 -2.78646
C 1.58705 -1.30871 -2.79863
C 1.20909 -1.33790 -4.13908
C 1.94066 -0.63862 -5.08281
C 3.07270 0.07230 -4.70750
C 3.45956 0.10052 -3.37894
C 2.71637 -0.58007 -2.42648
C 2.75313 -4.34083 -0.72929
H 4.19771 -4.18082 2.36028
H 5.16159 -6.35992 1.65273
H 4.68463 -7.20228 -0.62492
H 3.71441 -6.98615 -2.72485
H 2.18092 -5.85491 -4.30555
H 0.95704 -3.86081 -3.57662
H -0.48773 -4.81864 -1.21492
H -2.71156 -5.69044 -1.78812
H -4.33180 -4.26308 -2.99474
H -3.69144 -1.94794 -3.62860
H -1.50085 -1.07668 -3.05341
H 0.31906 -1.87619 -4.44071
H 1.61840 -0.63534 -6.11665
H 3.63891 0.61992 -5.45013
H 4.32454 0.67400 -3.07284
H 3.02604 -0.54313 -1.38925
S -3.26085 3.87901 -1.32303
Sb -2.24883 2.67606 -3.03616
S -0.40270 1.02746 -1.96760
S 1.22081 2.04642 -1.20092
S -3.83979 0.98192 -3.29907
F 0.64137 2.12676 5.76773
C -0.62575 2.38540 5.38959
F -1.04806 3.40767 6.17837
F -1.36686 1.31691 5.74475
C -0.75092 2.73558 3.94057
C -1.22945 3.98093 3.57176
C -1.34029 4.30618 2.23034
C -0.94662 3.36645 1.29968
N -0.50419 2.15387 1.63066
C -0.39454 1.80778 2.93760
S 0.21184 0.22983 3.23589
H -1.50372 4.69448 4.33691
H -1.73395 5.25600 1.90186
H -1.01241 3.58208 0.24300
C -3.52149 0.65728 0.45338
C -3.11157 -0.74084 0.67432
N -1.87261 -1.20859 0.72909
C -1.97307 -2.56671 0.96608
C -3.27697 -2.91934 1.03308
N -3.98488 -1.75191 0.84858
H -2.71032 1.35179 0.65881
H -4.37734 0.92434 1.07380
H -3.80910 0.80342 -0.59452
H -1.09480 -3.18106 1.07789
H -3.75734 -3.86554 1.20224
H -4.98345 -1.65964 0.80515
*
```


No. 2
DFT (ωB97M-V/def2-TZVPD) results for a cluster of 14 separate species, C6H42N2O13 in total in a non-equilibrium geometry.

Results
**ΔE to the lowest compared entry with this formula, charge and spin**: 127.8 kcal per mole
**Highest occupied orbital energy**: -7.892 eV

ORCA input file:
```
! RIJCOSX wB97M-V def2-TZVPD def2/J DEFGRID3
* xyz 0 1
C -0.03795 1.91168 0.06487
N -1.36032 2.44799 -0.21747
C -1.64009 3.72968 0.45896
C -1.48060 2.35272 -1.68749
C 0.12260 1.12388 1.48237
C -0.18170 -0.29444 0.97755
N 1.47314 1.41870 1.83322
C 1.85346 0.85131 3.10611
H 0.68053 2.74217 0.25200
H 0.43190 1.30021 -0.70122
H -2.69110 3.59454 0.72728
H -0.98965 3.91868 1.30499
H -1.62478 4.54214 -0.27590
H -2.30744 2.95774 -2.06546
H -0.55876 2.62175 -2.22048
H -1.70217 1.30130 -1.85090
H -0.71560 1.48658 2.03422
H -1.10569 -0.48336 0.44313
H 0.72530 -0.66141 0.49445
H -0.24008 -0.94301 1.86994
H 2.17709 1.23863 1.12416
H 1.32674 1.26374 3.97644
H 2.89111 1.09126 3.34649
H 1.71125 -0.20077 3.41086
H 1.22263 3.60937 3.91732
H 1.08673 3.23135 2.49027
O 0.53643 3.46946 3.25862
H 2.42317 1.67636 -2.68489
H 2.62628 3.19972 -2.77961
O 2.04407 2.50472 -2.47302
H -2.82028 -4.29537 -2.07442
H -3.79149 -3.22059 -1.68720
O -2.91217 -3.53531 -1.49133
H 2.10597 3.46067 -0.37781
H 2.30931 4.86427 0.04007
O 2.10794 4.00392 0.42058
H 2.02694 -2.65228 -3.39816
H 2.78235 -1.77896 -2.66599
O 2.04868 -2.34968 -2.47919
H -3.22964 -1.23553 -4.06312
H -2.11720 -2.29762 -4.37783
O -2.98465 -1.94792 -4.62817
H -1.45282 -2.42070 3.12122
H -1.72380 -2.03295 4.55708
O -1.15840 -2.62254 4.01245
H 0.66247 -0.65814 -4.74551
H 0.36495 -1.97454 -5.25242
O 1.14247 -1.41107 -5.09540
H -3.96954 -2.75881 1.55348
H -3.14633 -2.38556 0.33427
O -3.77640 -3.05005 0.64004
H 2.32239 -3.71939 0.48228
H 2.35500 -2.78394 -0.70014
O 2.84461 -3.02078 0.10334
H -1.41564 -2.96167 -2.40206
H -0.05534 -3.11958 -3.17286
O -0.84280 -2.58420 -3.13305
H -0.72382 0.46410 3.70015
H -2.05316 0.89347 3.22453
O -1.59198 0.08785 3.53056
H 2.85573 -0.83070 2.06530
H 3.62132 -2.20138 2.03093
O 3.72085 -1.25142 2.17201
*
```


No. 3
DFT (ωB97M-V/def2-TZVPD) results for the molecule C5H11NO.

Results
**ΔE to the lowest compared entry with this formula, charge and spin**: 8.1 kcal per mole
**Highest occupied orbital energy**: -9.495 eV

ORCA input file:
```
! RIJCOSX wB97M-V def2-TZVPD def2/J DEFGRID3
* xyz 0 1
C 0.01473 -1.18424 -2.54044
N -0.27225 -0.13853 -1.57092
C -0.45954 -0.51703 -0.25242
O -1.08714 -1.51163 0.06820
C 0.24608 0.39684 0.75336
C -0.51095 1.71414 0.97040
C 0.53651 -0.33439 2.06043
H 1.01418 -1.59904 -2.36904
H -0.02678 -0.76854 -3.54973
H -0.71810 -1.98453 -2.44159
H 0.31280 0.67867 -1.68477
H 1.20613 0.64793 0.29148
H -1.42070 1.55968 1.56017
H -0.80262 2.17626 0.01997
H 0.12190 2.42488 1.51242
H 1.14041 0.30285 2.71635
H -0.38543 -0.60410 2.58249
H 1.09079 -1.25922 1.87367
*
```